(1)
ORCA calculation (ωB97M-V/def2-TZVPD) on a 4-piece molecular cluster, C28H43N4O2 overall at a distorted geometry.

Values from the calculation:
**DFT total energy**: -39784.923 eV
**Frontier orbital gap**: 3.4 eV
**HOMO level**: -0.04110 hartree
**2S+1**: 1
**Net charge**: -1

Geometry as XYZ:
```
77
Properties=species:S:1:pos:R:3:lowdin_charge:R:1
C 3.17799 -5.17000 0.74628 -0.129
O 4.30338 -4.47391 0.23331 -0.215
C 3.88410 -3.38268 -0.60396 -0.224
C 4.47804 -2.02450 -0.11996 -0.154
C 3.37629 -0.91688 0.05618 -0.206
C 3.09656 -0.58281 1.53840 -0.208
C 1.92051 0.39204 1.84840 -0.199
C 0.92854 0.76271 0.71176 -0.229
C -0.56867 0.42379 1.08361 -0.213
C -1.47734 1.14655 0.04278 -0.222
C -2.63165 0.25541 -0.51600 -0.402
N -3.06444 -0.75934 0.42364 -0.160
C -3.88674 -1.64262 -0.37192 -0.400
C -4.74742 -2.62999 0.48740 -0.201
C -5.17318 -2.07817 1.86491 -0.296
O -4.11058 -2.02916 2.82613 -0.102
H 2.41406 -4.48595 1.16512 0.092
H 2.74710 -5.82088 -0.03837 0.089
H 3.53447 -5.79022 1.58783 0.084
H 2.78154 -3.40091 -0.63967 0.106
H 4.23091 -3.57300 -1.64094 0.117
H 4.97494 -2.22924 0.84619 0.107
H 5.25065 -1.72765 -0.84643 0.099
H 2.45610 -1.37465 -0.36079 0.099
H 3.59454 -0.03475 -0.56366 0.089
H 4.02732 -0.13279 1.94930 0.103
H 2.97977 -1.52951 2.10374 0.105
H 1.33224 -0.04346 2.68116 0.100
H 2.34104 1.32788 2.26948 0.091
H 1.10394 0.32058 -0.28002 0.094
H 0.94282 1.86710 0.58851 0.091
H -0.71628 -0.66598 1.08730 0.096
H -0.76128 0.85493 2.08256 0.100
H -0.83826 1.41904 -0.82750 0.082
H -1.85905 2.11608 0.42315 0.090
H -2.24046 -0.28810 -1.43070 0.078
H -3.48476 0.92778 -0.83178 0.077
H -4.61767 -1.00088 -0.94747 0.073
H -3.23833 -2.21224 -1.10343 0.077
H -5.68918 -2.79499 -0.09639 0.069
H -4.27465 -3.62612 0.59783 0.094
H -5.92133 -2.80215 2.27049 0.096
H -5.69892 -1.11148 1.79231 0.103
H -4.37999 -2.55421 3.57302 0.047
N 3.41258 2.51505 -2.82060 0.068
C 4.13857 2.72600 -1.71848 -0.158
C 5.32627 3.43853 -1.70093 -0.078
C 5.79468 3.96222 -2.89502 -0.087
C 5.06036 3.75431 -4.05251 -0.087
C 3.88282 3.02958 -3.96022 -0.161
H 3.73394 2.29517 -0.80862 0.089
H 5.86650 3.57942 -0.77586 0.081
H 6.71961 4.52586 -2.92357 0.100
H 5.39289 4.14647 -5.00472 0.095
H 3.27235 2.84417 -4.83729 0.100
N -8.24450 -3.43455 -0.31287 0.063
C -8.86122 -2.36338 -0.81813 -0.146
C -9.49441 -2.34700 -2.05082 -0.079
C -9.48598 -3.50714 -2.80782 -0.093
C -8.85016 -4.63085 -2.30483 -0.082
C -8.24984 -4.54169 -1.05912 -0.153
H -8.83753 -1.47889 -0.19162 0.106
H -9.97998 -1.44894 -2.40852 0.097
H -9.96810 -3.53528 -3.77765 0.099
H -8.82034 -5.55530 -2.86614 0.096
H -7.74205 -5.39479 -0.62281 0.104
N 4.86092 4.58208 1.36759 0.059
C 5.54463 5.34860 2.22280 -0.155
C 4.96261 6.31051 3.03179 -0.082
C 3.59115 6.49416 2.95000 -0.084
C 2.86088 5.71259 2.06967 -0.063
C 3.53920 4.77579 1.30697 -0.137
H 6.61426 5.17083 2.25000 0.100
H 5.56687 6.90040 3.70804 0.097
H 3.09782 7.23673 3.56517 0.103
H 1.78938 5.82567 1.97697 0.106
H 3.00912 4.13896 0.60734 0.094
```

---

(2)
ORCA calculation (ωB97M-V/def2-TZVPD) on one molecule with the formula C18H23N5O4 at a distorted geometry.

Values from the calculation:
**DFT total energy**: -34681.859 eV
**Frontier orbital gap**: 8.9 eV
**HOMO level**: -0.30967 hartree
**2S+1**: 1
**Net charge**: 0
**SMILES**: CNC(=O)[C@@H](CC(N)=O)NC(=O)[C@@H](Cc1c[nH]c2ccccc12)NC(C)=O
**Relative energy (zero: lowest compared OMol25 entry of this formula, charge and spin)**: 48.4 kJ/mol

Geometry as XYZ:
```
50
Properties=species:S:1:pos:R:3:lowdin_charge:R:1
C 2.22112 -4.28513 -3.25741 -0.038
N 1.15489 -3.27167 -3.15222 0.027
C 1.25973 -2.05998 -3.66105 -0.443
O 2.33132 -1.72352 -4.20049 0.029
C 0.09537 -1.04176 -3.47924 -0.173
C -1.23769 -1.65519 -3.80843 -0.062
C -2.41231 -0.65065 -3.64448 -0.533
N -3.03075 -0.58193 -2.48526 0.193
O -2.75228 0.09088 -4.56475 0.036
N 0.08470 -0.38123 -2.15958 0.147
C -0.09531 -0.95055 -0.96792 -0.415
O -0.29392 -2.17104 -0.87849 0.029
C -0.09822 -0.04308 0.29571 -0.176
C -0.00064 -0.86382 1.61492 -0.077
C 0.21715 0.01536 2.83243 -0.200
C 1.38544 0.03676 3.54953 -0.053
N 1.31464 1.01515 4.53559 0.074
C 0.09428 1.62432 4.49500 -0.213
C -0.46290 2.66212 5.24855 -0.015
C -1.77306 3.16272 4.94534 -0.076
C -2.47425 2.58482 3.87422 -0.090
C -1.91021 1.52178 3.15633 -0.028
C -0.64810 0.99867 3.42523 -0.121
N 0.95046 0.98721 0.36525 0.122
C 0.98997 2.08368 -0.42398 -0.503
C 2.05584 3.08796 -0.07909 0.011
O 0.24049 2.31399 -1.37926 0.033
H 1.78691 -5.19281 -2.81092 0.089
H 3.10999 -3.95108 -2.73047 0.085
H 2.49285 -4.51379 -4.27236 0.077
H 0.28973 -3.51094 -2.70321 0.106
H 0.24797 -0.23880 -4.20681 0.165
H -1.25810 -1.98998 -4.80614 0.116
H -1.37883 -2.55541 -3.19374 0.109
H -3.80011 0.01220 -2.43752 0.100
H -2.68062 -1.20948 -1.76053 0.113
H 0.11839 0.63239 -2.13097 0.102
H -1.06175 0.46184 0.31987 0.146
H 0.90471 -1.52736 1.48664 0.140
H -0.90273 -1.45613 1.77678 0.125
H 2.25256 -0.63703 3.40025 0.138
H 2.02374 1.14159 5.22870 0.147
H 0.19434 3.11365 6.00345 0.105
H -2.18593 4.01034 5.46803 0.093
H -3.44886 2.98838 3.68953 0.091
H -2.42882 1.04276 2.35931 0.095
H 1.58782 0.90104 1.12887 0.120
H 2.11852 3.82837 -0.85549 0.081
H 3.00213 2.56687 -0.00827 0.083
H 1.81030 3.57751 0.85856 0.087
```

---

(3)
ORCA calculation (ωB97M-V/def2-TZVPD) on C31H39N11OSSr as an isolated structure.

Values from the calculation:
**DFT total energy**: -62879.601 eV
**Frontier orbital gap**: 9.2 eV
**HOMO level**: -0.51838 hartree
**2S+1**: 1
**Net charge**: +2
**Relative energy (zero: lowest compared OMol25 entry of this formula, charge and spin)**: 54.8 kJ/mol

Geometry as XYZ:
```
84
Properties=species:S:1:pos:R:3:lowdin_charge:R:1
Sr 0.07945 0.32271 -0.38778 1.378
C -2.99499 1.27110 -1.91098 -0.154
C -3.35944 1.32861 -0.41687 -0.099
C -2.71163 2.49632 0.28065 -0.279
C -3.47241 3.53188 0.80904 0.003
C -2.83647 4.61586 1.38921 -0.030
C -1.45005 4.64000 1.42286 -0.043
C -0.76821 3.56661 0.88273 -0.156
N -1.37241 2.51194 0.32590 0.019
N -1.89614 0.32941 -2.21507 -0.238
C -2.44774 -1.03494 -2.25482 -0.129
C -1.41086 -2.12788 -2.36000 -0.275
C -1.72572 -3.31970 -2.99549 0.005
C -0.80019 -4.34865 -2.99707 -0.021
C 0.42450 -4.15133 -2.37703 -0.034
C 0.66492 -2.92824 -1.78378 -0.141
N -0.22853 -1.93106 -1.76519 0.013
C -1.31835 0.66146 -3.52791 -0.126
C -0.49274 1.92636 -3.50763 -0.275
C -0.59131 2.85700 -4.53094 0.003
C 0.22958 3.97352 -4.50869 -0.026
C 1.12358 4.12864 -3.46158 -0.035
C 1.15061 3.15624 -2.47823 -0.128
N 0.36336 2.07911 -2.49098 0.032
H -2.68986 2.26441 -2.24235 0.130
H -3.87747 0.99397 -2.49996 0.134
H -3.06853 0.40100 0.08545 0.098
H -4.44012 1.40959 -0.31051 0.125
H -4.55170 3.48609 0.75695 0.123
H -3.41295 5.43288 1.80257 0.121
H -0.90891 5.46983 1.85492 0.114
H 0.31660 3.54392 0.90392 0.104
H -3.16514 -1.13707 -3.07923 0.139
H -3.00674 -1.20516 -1.33012 0.136
H -2.68979 -3.44093 -3.47105 0.128
H -1.02979 -5.29020 -3.47749 0.124
H 1.17885 -4.92473 -2.35724 0.117
H 1.61587 -2.72503 -1.30242 0.106
H -2.10609 0.75947 -4.28576 0.139
H -0.67585 -0.16682 -3.83883 0.129
H -1.30068 2.70759 -5.33409 0.125
H 0.17027 4.71195 -5.29717 0.122
H 1.78449 4.98170 -3.40450 0.116
H 1.84022 3.23750 -1.64379 0.112
N 1.19908 -1.77770 5.88541 0.224
C 1.57595 -0.75216 4.84040 -0.318
C 1.03539 0.63663 5.13036 -0.086
C 1.32937 1.53435 3.90471 -0.346
N 0.51002 1.19258 2.73130 0.058
C 2.82806 1.50846 3.58734 -0.105
C 3.44999 0.11439 3.45642 -0.355
N 3.11535 -0.51820 2.17697 0.066
C 3.08239 -0.75321 4.67027 -0.098
H 0.20224 -1.74323 6.10565 0.174
H 1.72131 -1.65107 6.75339 0.176
H 1.39465 -2.71279 5.48587 0.100
H 1.10190 -1.13756 3.93927 0.092
H 1.52030 1.05730 6.01664 0.134
H -0.04303 0.61409 5.31214 0.129
H 1.07229 2.55871 4.17699 0.146
H -0.43197 1.55265 2.83865 0.080
H 0.41052 0.18648 2.64578 -0.009
H 3.34798 2.02677 4.39807 0.131
H 3.00816 2.06963 2.67058 0.118
H 4.53348 0.24062 3.45611 0.148
H 2.13913 -0.78637 2.12008 0.034
H 3.65439 -1.36925 2.05503 0.099
H 3.55451 -0.35161 5.57386 0.137
H 3.45348 -1.77001 4.51692 0.125
O -1.26719 -0.94747 1.27306 -0.287
N -0.33205 -1.54829 1.90177 -0.122
C -0.41110 -2.85362 2.02287 -0.284
C -1.41508 -3.62384 1.35432 -0.163
N -2.21736 -4.18453 0.75278 0.206
C 0.49507 -3.41024 2.97621 -0.127
N 1.22875 -3.69464 3.81771 0.177
S 5.04802 0.47755 -1.85560 1.076
C 3.99378 -0.02313 -3.10184 -0.367
C 2.76141 -0.25685 -2.59058 -0.276
N 2.63672 -0.04297 -1.23407 -0.125
C 3.77907 0.35659 -0.73396 -0.494
H 4.32635 -0.12498 -4.12141 0.081
H 1.90619 -0.58889 -3.16102 0.098
H 3.91053 0.55613 0.32023 0.046
```

---

What is the formula in the third record?
C31H39N11OSSr

---

Among the records above, which one has the highest HOMO level?
C28H43N4O2

---

What is the formula in the second record?
C18H23N5O4

---

What is the formula in the third record?
C31H39N11OSSr